[1]
Computed, not measured: an isolated ion of composition C3H5N2O2 and charge -1 at a distorted geometry, with ωB97M-V with the def2-TZVPD basis set.

Positions of all 12 atoms, in Å:
O1 0.140 0.434 3.425
O2 -0.986 -1.060 2.321
N1 0.405 0.338 1.249
N2 -0.126 -0.100 2.345
C1 0.645 -0.083 -1.250
C2 -0.192 -0.597 -0.114
C3 0.062 0.938 -1.868
H1 1.515 -0.635 -1.681
H2 -0.901 1.307 -1.387
H3 0.562 1.429 -2.768
H4 0.118 -1.605 0.061
H5 -1.243 -0.365 -0.333

* SMILES string: C=CCN=[N+]([O-])[O-]
* charge: -1
* energy above the lowest of the compared OMol25 structures with the same formula, charge and spin: 77.9 kcal/mol
* Kohn-Sham gap: 0.2953 Eh
* highest occupied orbital energy: -4.02 eV

Taken from the Löwdin analysis, the atomic charges in e are: -0.12, -0.17, 0.06, -0.63, -0.25, -0.18, -0.07, 0.10, 0.07, 0.05, 0.06, 0.08

=====

[2]
Computed, not measured: CH2IOP as an isolated structure at a distorted geometry, with ωB97M-V with the def2-TZVPD basis set.

Positions of all 6 atoms, in Å:
I1 -2.295 0.735 -0.110
P1 0.852 0.439 0.683
O1 -0.565 -1.696 -0.243
C1 -0.496 -0.548 0.003
H1 0.793 1.419 -0.302
H2 1.711 -0.348 -0.030

* charge: 0
* energy above the lowest of the compared OMol25 structures with the same formula, charge and spin: 8.2 kcal/mol
* Kohn-Sham gap: 0.3584 Eh
* highest occupied orbital energy: -9.77 eV

Taken from the Löwdin analysis, the atomic charges in e are: 0.61, 0.79, -0.04, -1.16, -0.10, -0.10

=====

[3]
Computed, not measured: C5H9NO as an isolated structure, with ωB97M-V with the def2-TZVPD basis set.

Positions of all 16 atoms, in Å:
O1 1.083 1.504 -0.751
N1 2.335 0.080 0.701
C1 -0.360 1.361 -0.707
C2 -1.127 -0.201 1.204
C3 1.324 0.428 0.050
C4 -0.311 0.066 0.087
C5 0.196 -1.067 -0.674
H1 -1.613 0.623 1.725
H2 0.449 -0.961 -1.725
H3 -0.808 2.190 -0.152
H4 -0.864 -1.051 1.831
H5 -1.862 -1.391 0.123
H6 3.079 0.774 0.642
H7 -1.425 -1.787 -0.504
H8 0.681 -1.870 -0.131
H9 -0.776 1.302 -1.718

* charge: 0
* energy above the lowest of the compared OMol25 structures with the same formula, charge and spin: 155.3 kcal/mol
* Kohn-Sham gap (alpha / beta): 0.3061 / 0.3062 Eh
* highest occupied orbital energy (alpha / beta): -8.10 / -8.10 eV

Taken from the Löwdin analysis, the atomic charges in e are: 0.01, 0.18, -0.07, -0.01, -0.42, -0.56, 0.00, 0.06, 0.11, 0.13, 0.07, 0.09, 0.07, 0.09, 0.10, 0.13

=====

[4]
Computed, not measured: C12H42InO19 as an isolated structure at a distorted geometry, with ωB97M-V with the def2-TZVPD basis set.

Positions of all 74 atoms, in Å:
In1 -24.822 -15.941 -23.487
O1 -35.698 -23.344 -22.489
O2 -28.649 -15.642 -19.411
O3 -29.489 -22.680 -29.439
O4 -27.481 -23.824 -22.002
O5 -31.280 -22.168 -25.496
O6 -32.983 -19.897 -24.610
O7 -36.858 -16.164 -26.062
O8 -35.122 -23.355 -28.847
O9 -31.554 -13.399 -22.824
O10 -38.909 -20.246 -25.368
O11 -37.252 -17.121 -19.150
O12 -39.349 -17.836 -17.739
O13 -28.169 -19.563 -18.412
O14 -27.582 -20.024 -23.869
O15 -34.462 -18.292 -29.180
O16 -25.111 -24.124 -26.285
O17 -27.742 -12.313 -23.474
O18 -29.156 -17.746 -23.133
O19 -31.306 -26.880 -26.810
C1 -37.499 -15.516 -24.969
C2 -29.453 -21.087 -24.801
C3 -37.813 -18.448 -19.459
C4 -31.677 -19.967 -24.431
C5 -36.503 -23.158 -28.623
C6 -29.727 -18.766 -23.646
C7 -39.260 -18.543 -18.966
C8 -35.924 -16.999 -19.575
C9 -40.609 -18.022 -17.071
C10 -31.144 -18.887 -23.795
C11 -28.796 -19.996 -24.153
C12 -30.844 -21.098 -24.917
H1 -35.230 -17.881 -28.782
H2 -39.203 -19.935 -26.224
H3 -31.134 -14.257 -22.879
H4 -30.806 -27.168 -26.046
H5 -31.834 -18.131 -23.449
H6 -40.588 -17.519 -16.104
H7 -36.689 -22.088 -28.718
H8 -28.077 -23.725 -22.743
H9 -35.299 -17.892 -19.540
H10 -24.724 -24.961 -26.542
H11 -27.694 -11.376 -23.663
H12 -28.935 -21.845 -25.370
H13 -37.799 -18.691 -20.522
H14 -31.390 -25.933 -26.698
H15 -34.986 -23.977 -22.580
H16 -36.474 -23.496 -27.587
H17 -39.503 -19.594 -18.810
H18 -35.386 -22.564 -22.948
H19 -38.328 -14.912 -25.337
H20 -39.865 -18.031 -19.714
H21 -27.850 -16.164 -19.345
H22 -30.044 -22.854 -28.679
H23 -32.050 -13.321 -23.639
H24 -38.086 -16.118 -24.275
H25 -35.896 -16.774 -20.641
H26 -34.442 -19.173 -28.807
H27 -37.158 -23.753 -29.261
H28 -40.722 -19.094 -16.907
H29 -38.022 -19.897 -25.278
H30 -29.724 -21.792 -29.709
H31 -36.860 -14.745 -24.540
H32 -36.269 -16.713 -25.541
H33 -41.525 -17.774 -17.608
H34 -34.552 -23.166 -28.098
H35 -37.185 -19.120 -18.874
H36 -35.423 -16.212 -19.011
H37 -25.732 -23.922 -26.985
H38 -28.619 -12.440 -23.112
H39 -28.093 -18.642 -18.662
H40 -28.052 -23.836 -21.234
H41 -28.952 -15.780 -20.309
H42 -27.273 -19.898 -18.449

* charge: +1
* Kohn-Sham gap: 0.1011 Eh
* highest occupied orbital energy: -10.76 eV

Taken from the Löwdin analysis, the atomic charges in e are: 0.98, -0.05, -0.03, -0.05, -0.05, 0.11, 0.09, -0.11, -0.15, -0.04, -0.05, -0.18, -0.19, -0.04, 0.12, -0.05, -0.06, -0.06, 0.06, -0.05, -0.18, 0.20, -0.16, -0.27, -0.15, -0.23, -0.21, -0.15, -0.09, 0.16, -0.25, -0.27, 0.03, 0.03, 0.02, 0.03, 0.16, 0.09, 0.07, 0.01, 0.08, 0.03, 0.04, 0.16, 0.12, 0.02, 0.03, 0.08, 0.12, 0.02, 0.08, 0.12, 0.02, 0.02, 0.04, 0.08, 0.07, 0.02, 0.09, 0.08, 0.02, 0.03, 0.08, 0.06, 0.08, 0.06, 0.12, 0.09, 0.02, 0.02, 0.01, 0.03, 0.02, 0.03